162
Properties=species:S:1:pos:R:3:mulliken_charge:R:1 method="wB97M-V/def2-TZVPD" charge=0 gap_ev=10.76 lumo_energy_ha=0.0020 molar_mass_g_mol=1279.58 energy_ev=-200682.50790
O -2.2128 -2.1894 -1.4971 -0.040
H -1.6270 -2.5272 -2.1894 -0.091
H -1.9505 -2.6898 -0.6998 0.189
O -0.1448 3.5644 -4.0192 -0.672
H -0.1627 2.8884 -4.7292 0.337
H -0.0442 3.0373 -3.2371 0.100
O 0.1467 -5.7361 0.6594 -0.677
H 0.5104 -6.0858 -0.2163 0.312
H 0.8669 -5.1664 0.9777 0.304
O -1.7230 -3.6366 0.8271 -0.276
H -1.2986 -4.4979 0.7109 0.160
H -1.0622 -3.0157 1.1242 0.057
O 0.2144 2.0770 -1.7014 1.275
H -0.2797 1.3892 -1.2554 -0.302
H 0.0316 2.8554 -1.1618 -0.287
O -0.7944 -0.2470 4.2821 -0.474
H -1.5891 0.1659 3.9943 0.125
H -0.8606 -0.3801 5.2402 0.194
O -3.2551 3.8892 -3.5506 -0.690
H -2.2908 3.5759 -3.5914 0.379
H -3.2721 4.6760 -2.9977 0.301
O -0.2202 -1.2206 1.8563 0.615
H -0.2483 -1.0801 2.8382 -0.478
H 0.6930 -1.0548 1.6328 0.050
O -1.3620 0.1830 -0.3198 1.596
H -1.5507 -0.6116 -0.8851 -0.210
H -1.0088 -0.0940 0.5587 -0.834
O 0.2384 -4.0333 -1.9948 -0.413
S -0.4531 -5.0861 -2.7199 1.258
O -0.1668 -6.4297 -2.3265 -0.724
O -2.0067 -4.8586 -2.6180 -0.170
C -2.8174 -5.7221 -1.8532 -0.022
C -4.2369 -5.2720 -1.9397 -1.037
C -0.1754 -4.9859 -4.4896 -1.146
H -2.4966 -5.8216 -0.8111 0.172
H -2.7896 -6.7788 -2.2631 0.327
H -4.9077 -5.7129 -1.1869 0.367
H -4.6398 -5.3528 -2.9401 0.321
H -4.2024 -4.1710 -1.7011 0.061
H -0.9662 -5.5639 -4.7607 0.455
H 0.7438 -5.5511 -4.8583 0.364
H -0.2350 -3.9431 -4.9100 0.197
O -5.5160 -2.8221 4.0420 -0.571
S -5.1502 -2.5062 5.3866 1.178
O -5.4011 -3.4361 6.4715 -0.688
O -3.6312 -2.0741 5.3985 -0.157
C -2.8840 -2.4478 6.5867 -0.650
C -1.7969 -3.4195 6.0798 -0.154
C -5.9315 -0.9659 5.7939 -0.779
H -3.5652 -3.0489 7.2437 0.513
H -2.4755 -1.5191 6.9488 0.273
H -1.1887 -3.7381 6.9492 0.391
H -1.2868 -2.7962 5.3407 -0.497
H -2.2867 -4.3193 5.5852 0.311
H -5.5608 -0.2553 5.0244 0.070
H -5.6382 -0.5908 6.7750 0.321
H -6.9806 -1.0929 5.7447 0.438
O 4.3465 5.8183 -3.3822 -0.565
S 5.6751 5.4555 -3.0812 1.159
O 6.3920 5.8286 -1.8765 -0.625
O 5.6717 3.8315 -3.0479 -0.403
C 4.6265 3.0926 -3.8439 -0.377
C 3.1611 3.1929 -3.3179 -0.283
C 6.7478 5.9444 -4.4654 -0.991
H 5.0495 2.0756 -3.9156 0.119
H 4.5633 3.4332 -4.9074 0.350
H 2.6881 4.1694 -3.6560 0.211
H 2.9624 3.1820 -2.2617 0.116
H 2.5958 2.4272 -3.7116 0.228
H 7.7286 5.4275 -4.2037 0.341
H 6.8344 7.0196 -4.5998 0.349
H 6.4237 5.4002 -5.4044 0.296
O -4.7575 1.9582 3.5467 -0.751
S -3.9237 1.2259 2.6479 0.928
O -2.4751 1.1566 2.8134 -0.759
O -4.5391 -0.2099 2.5376 -0.416
C -3.7368 -1.2421 1.8357 2.255
C -4.8063 -2.0390 1.1385 -1.564
C -4.1999 1.8433 1.0651 -0.275
H -3.4944 -1.8188 2.7543 -0.257
H -2.9555 -0.8118 1.2243 -0.756
H -5.6520 -2.1277 1.8212 0.496
H -4.3838 -3.0243 0.8278 0.087
H -5.0454 -1.5661 0.2086 0.417
H -3.3483 1.4534 0.5222 -0.482
H -4.0327 2.9319 1.0398 0.406
H -5.0847 1.5918 0.5313 0.446
O 2.3456 -0.2822 2.0987 -0.803
S 2.6117 1.0379 2.6007 1.017
O 3.8819 1.6135 2.5326 -0.691
O 1.7213 2.0225 1.7050 -0.186
C 0.3035 2.2033 1.8448 3.254
C 0.0107 3.6371 2.3368 -1.393
C 2.0221 1.1626 4.2058 -0.017
H -0.1009 1.5233 2.5547 -0.999
H -0.0697 2.0346 0.8770 -1.227
H 0.3180 4.4254 1.6859 -0.015
H 0.3320 3.7311 3.3704 0.439
H -1.0531 3.7663 2.4210 0.235
H 2.1570 2.1614 4.6576 0.394
H 2.7757 0.5247 4.7303 0.225
H 1.0380 0.7720 4.2427 -0.212
O -1.2413 -1.6022 -4.3856 -0.517
S -1.7208 -0.2743 -4.6184 0.954
O -0.7660 0.7087 -5.0814 -0.692
O -2.9760 -0.3906 -5.5493 -0.182
C -2.6306 -0.5936 -6.9166 0.046
C -3.8009 -0.9658 -7.6976 -1.457
C -2.5484 0.3682 -3.2309 0.023
H -1.9610 -1.4325 -7.0876 0.228
H -2.1689 0.3050 -7.3674 0.262
H -4.7438 -0.3589 -7.5447 0.303
H -4.1015 -1.9581 -7.4883 0.344
H -3.6435 -0.9591 -8.7519 0.425
H -3.1886 -0.3547 -2.8045 0.205
H -3.1203 1.2250 -3.5161 0.514
H -1.8100 0.6370 -2.4996 -0.801
O 3.7371 -2.1207 -5.6969 -0.646
S 4.3316 -1.0251 -4.9344 1.217
O 5.0089 0.0772 -5.5361 -0.628
O 3.1288 -0.3141 -4.1792 -0.108
C 2.1650 -1.2171 -3.6004 -0.591
C 1.5866 -0.4553 -2.4417 -0.221
C 5.4861 -1.6409 -3.6829 -0.888
H 2.6127 -2.1985 -3.2751 0.575
H 1.4468 -1.4482 -4.4002 -0.030
H 2.3694 -0.2159 -1.7368 0.444
H 0.9079 -1.0452 -1.8765 0.150
H 1.1655 0.4855 -2.8291 -0.544
H 5.7195 -0.7976 -3.0476 0.293
H 6.2556 -2.1040 -4.2711 0.420
H 4.9659 -2.3403 -3.0617 0.287
O -0.8593 4.6199 -0.8601 -0.531
S 0.0319 5.7455 -0.6690 0.949
O -0.2557 6.7505 0.2585 -0.638
O 1.4146 5.0918 -0.2829 0.140
C 2.6126 5.8984 -0.5185 -0.445
C 3.8428 5.2805 0.1676 -1.349
C 0.3084 6.6407 -2.2255 -1.095
H 2.3998 6.8738 -0.0171 0.490
H 2.7528 5.9953 -1.5643 0.371
H 3.7132 5.2450 1.2536 0.418
H 4.6666 5.9209 -0.1611 0.401
H 4.0949 4.2286 -0.1799 0.197
H 1.1718 7.2264 -1.9892 0.455
H -0.6375 7.1608 -2.3506 0.464
H 0.4970 5.9749 -3.1410 0.148
O 1.5216 -3.2320 7.3037 -0.613
S 1.6570 -2.0125 6.5595 1.143
O 0.7376 -0.8747 6.7645 -0.684
O 3.0795 -1.3834 6.8202 -0.304
C 4.2018 -2.3945 6.8561 -0.329
C 4.5337 -2.7169 8.3598 -1.094
C 1.7191 -2.4117 4.8694 -0.336
H 5.0409 -1.9262 6.3105 0.373
H 3.9065 -3.3000 6.3140 0.347
H 3.5848 -2.9289 8.9158 0.267
H 5.0479 -1.9450 8.8634 0.344
H 5.1481 -3.6481 8.4437 0.336
H 1.8738 -1.5175 4.2665 -0.165
H 0.7612 -2.9217 4.6696 0.087
H 2.5407 -3.1407 4.7205 0.580

12
Properties=species:S:1:pos:R:3:nbo_charge:R:1 method="wB97M-V/def2-TZVPD" charge=+1 gap_ev=8.01 lumo_energy_ha=-0.1887 molar_mass_g_mol=80.11 energy_ev=-6759.10468
C -0.8638 2.3296 0.0580 -0.310
C 1.3365 1.0170 -0.5753 -0.383
C -0.8279 0.9038 0.2512 -0.274
C 0.3632 2.0977 -0.5595 0.430
C 0.2870 0.1603 -0.0306 -0.023
N 0.3096 -1.2729 0.1535 -0.659
H -1.7998 2.7834 -0.0910 0.301
H 2.1324 0.6306 -1.1598 0.281
H -1.7904 0.5716 0.7122 0.281
H -0.2066 -1.6892 0.9890 0.459
H 1.2872 -1.4021 0.4282 0.456
H 0.0160 -1.8634 -0.5866 0.442

78
Properties=species:S:1:pos:R:3:mulliken_charge:R:1 method="wB97M-V/def2-TZVPD" charge=-1 gap_ev="4.52 / 4.48" lumo_energy_ha="0.0828 / 0.0822" molar_mass_g_mol=541.70 energy_ev=-49464.33129
Al 0.0698 -0.6606 -1.3804 0.108
N 4.1309 2.6287 -0.8465 -0.672
N -1.1072 0.1898 -3.9645 -0.631
C -1.3849 -0.2180 1.8597 0.472
C -1.3087 1.1770 1.7162 0.599
C 0.0548 1.6020 1.9826 0.456
C 0.5365 2.8815 1.9363 -0.917
H 0.1318 3.6162 1.2244 0.322
H 2.0867 2.7022 0.5306 0.968
H 1.3356 3.1963 2.6141 0.374
C 0.8080 0.3802 2.2433 0.675
C 2.2730 0.3698 2.3796 -1.366
H 2.5923 0.8136 3.3348 0.397
H 2.7156 0.9713 1.5773 0.036
H 2.6883 -0.6429 2.3273 0.373
C -0.0723 -0.7160 2.1709 0.107
C 0.3267 -2.1294 2.3804 -1.343
H 1.2310 -2.3682 1.8046 0.187
H -0.4712 -2.8202 2.0855 0.341
H 0.5507 -2.2975 3.4480 0.347
C -2.3795 2.1159 1.3312 -0.947
H -2.9356 2.4770 2.2118 0.251
H -3.1013 1.6334 0.6587 -0.222
H -1.9509 2.9943 0.8328 0.355
C -2.6178 -1.0299 1.6597 -0.695
H -2.3645 -2.0592 1.3764 0.060
H -3.2330 -0.5958 0.8563 -0.158
H -3.2405 -1.0694 2.5721 0.379
C 5.0696 2.6943 -1.7736 -0.330
H 5.9021 3.3826 -1.6032 0.354
C 5.0249 1.9266 -2.9529 -0.482
H 5.8814 1.9300 -3.6182 0.325
C 3.9060 1.1337 -3.2229 -0.605
H 3.8414 0.4695 -4.0858 0.368
C 2.7968 1.2711 -2.4163 0.014
H 1.8056 0.8153 -2.6082 0.236
C 2.9419 2.0706 -1.2465 -0.189
C 1.8548 2.2358 -0.4076 -1.273
H 0.8492 2.1318 -0.8276 0.420
C -1.3377 -0.4988 -2.8131 0.039
C -2.2993 0.4432 -4.5597 -1.246
H -2.4304 1.0292 -5.4624 0.407
C -3.3143 -0.1814 -3.9025 -0.092
H -4.3605 -0.2140 -4.1480 0.682
N -2.7536 -0.7399 -2.7701 0.734
C -3.4552 -1.4967 -1.8117 0.726
C -4.7818 -1.0702 -1.5233 0.248
C -5.6496 -2.0382 -1.0303 -1.258
H -6.7096 -1.7917 -0.9726 0.339
C -5.1987 -3.2838 -0.6000 0.741
C -6.1852 -4.2321 -0.0192 -1.657
H -5.6962 -4.9083 0.6784 0.393
H -6.6769 -4.8193 -0.8002 0.301
H -6.9535 -3.6592 0.4995 0.397
C -3.8615 -3.6328 -0.7719 -1.071
H -3.5078 -4.6235 -0.4839 0.333
C -2.9549 -2.7525 -1.3826 1.722
C -1.5319 -3.2044 -1.6245 -1.664
H -1.2209 -3.0716 -2.6766 0.451
H -1.4625 -4.2796 -1.3807 0.445
H -0.7847 -2.7215 -0.9189 0.046
C -5.3079 0.3263 -1.7376 -1.270
H -5.2834 0.6662 -2.7774 0.320
H -4.8132 1.0952 -1.1188 0.080
H -6.3763 0.3207 -1.4621 0.375
N 1.7364 -1.3791 -1.0095 -0.980
C 2.8212 -1.6916 -0.5709 1.118
C 4.2199 -1.8439 -0.4591 0.382
C 4.7968 -3.1082 -0.7205 -0.738
C 6.1757 -3.2698 -0.6300 -0.387
C 6.9905 -2.1976 -0.2464 -0.465
C 6.4200 -0.9597 0.0648 -0.728
C 5.0420 -0.7730 -0.0299 -0.116
H 4.1428 -3.9433 -0.9767 0.391
H 6.6190 -4.2423 -0.8506 0.341
H 8.0730 -2.3358 -0.1772 0.341
H 7.0518 -0.1309 0.3917 0.395
H 4.5959 0.1925 0.2220 0.234

15
Properties=species:S:1:pos:R:3:nbo_charge:R:1 method="wB97M-V/def2-TZVPD" charge=0 gap_ev=9.34 smiles="CCCC(=O)C=O" lumo_energy_ha=-0.0188 molar_mass_g_mol=100.12 energy_ev=-9408.99636
C -2.2035 -0.0457 -0.7587 -0.603
C -0.9639 -0.5348 -0.0106 -0.385
C 0.2018 0.4573 -0.1394 -0.514
C 1.3727 0.1238 0.7479 0.485
O 1.2706 -0.0426 1.9459 -0.496
C 2.7906 0.0101 0.1717 0.347
O 3.0922 0.2796 -0.9638 -0.473
H -2.5056 0.9483 -0.4079 0.203
H -3.0520 -0.7218 -0.6094 0.215
H -2.0191 0.0239 -1.8368 0.205
H -0.6632 -1.5174 -0.3935 0.201
H -1.1946 -0.6689 1.0521 0.215
H 0.5242 0.5650 -1.1812 0.232
H -0.1550 1.4328 0.2225 0.237
H 3.5152 -0.3440 0.9335 0.130